1.
Here is a molecular structure, C15H26Br21N4 at a distorted geometry from the OMol25 dataset. Energies are from ωB97M-V/def2-TZVPD.

Calculated values
Orbital gap, Ha: 0.346
E_tot, hartree: -54860.196602
Net charge: +1
LUMO, hartree: -0.0958
Highest occupied orbital energy, eV: -12.034

Each line ends with the Löwdin charge.
Atoms and positions in Å:
C 4.862 -2.317 -0.654  -0.07
C 3.463 -2.138 -0.009  -0.22
C 2.633 -1.112 -0.783  -0.32
C 2.380 -1.504 -2.255  -0.05
N 1.360 -0.771 -0.098  0.15
C 0.305 -1.511 0.145  -0.34
N 0.143 -2.885 -0.134  0.12
C -1.330 -3.054 0.023  -0.10
C -1.675 -2.061 1.131  -0.28
C -3.106 -1.585 1.338  -0.25
N -3.995 -2.542 1.962  0.03
N -0.823 -0.956 0.647  0.10
H 5.662 -2.010 0.034  0.08
H 4.975 -1.712 -1.564  0.07
H 5.053 -3.356 -0.942  0.08
H 2.924 -3.096 0.019  0.09
H 3.575 -1.786 1.028  0.12
H 3.187 -0.162 -0.742  0.16
H 2.391 -2.594 -2.392  0.09
H 1.401 -1.134 -2.596  0.02
H 3.152 -1.069 -2.901  0.08
H 1.236 0.177 0.212  0.06
H 0.628 -3.426 0.593  0.09
H -1.752 -2.671 -0.922  0.11
H -1.629 -4.096 0.163  0.14
H -1.248 -2.418 2.091  0.16
H -3.003 -0.682 1.959  0.04
H -3.531 -1.290 0.365  0.14
H -3.540 -3.121 2.659  0.07
H -4.414 -3.163 1.282  0.07
H -0.726 -0.112 1.204  0.05
C -0.075 2.345 -2.751  -1.58
Br 1.177 1.818 -4.094  0.60
Br -1.034 0.837 -2.008  0.65
Br 0.779 3.314 -1.334  0.57
H -0.815 2.990 -3.207  -0.03
C -3.308 2.193 3.487  -1.62
Br -2.542 2.431 1.731  0.61
Br -5.204 2.006 3.421  0.62
Br -2.471 0.712 4.390  0.60
H -3.082 3.085 4.059  -0.12
C -1.618 -1.113 -5.127  -1.68
Br -3.502 -1.208 -5.460  0.60
Br -0.994 -2.638 -4.123  0.57
Br -0.604 -0.864 -6.731  0.59
H -1.441 -0.250 -4.503  -0.12
C 3.999 -5.492 1.995  -1.66
Br 2.101 -5.398 2.366  0.56
Br 4.995 -5.778 3.601  0.62
Br 4.363 -6.820 0.663  0.60
H 4.290 -4.534 1.593  -0.06
C 0.048 3.491 3.156  -1.66
Br 1.005 5.044 2.585  0.63
Br 0.637 1.935 2.151  0.54
Br 0.184 3.183 5.035  0.62
H -0.997 3.625 2.908  -0.15
C -4.889 5.879 5.036  -1.61
Br -3.924 5.741 3.373  0.60
Br -6.779 5.974 4.750  0.61
Br -4.425 4.433 6.219  0.60
H -4.576 6.798 5.512  -0.02
C 2.052 5.401 -5.960  -1.64
Br 0.162 5.225 -5.627  0.56
Br 3.067 5.250 -4.335  0.56
Br 2.652 4.147 -7.282  0.58
H 2.211 6.397 -6.350  -0.03

2.
Here is C5H11NO in the gas phase at a distorted geometry from the OMol25 dataset. Energies are from ωB97M-V/def2-TZVPD.

Calculated values
Structure (SMILES): C[C@@H](N)CCC=O
Orbital gap, Ha: 0.386
E_tot, hartree: -327.067151
Net charge: 0
LUMO, hartree: 0.0367
Highest occupied orbital energy, eV: -9.506

Each line ends with the Löwdin charge.
Atoms and positions in Å:
C -1.342 -0.906 2.056  -0.05
C -0.528 -0.019 1.061  -0.46
N 0.119 1.108 1.685  0.04
C 0.566 -0.839 0.329  -0.17
C 1.098 -0.165 -0.974  -0.14
C 0.131 0.657 -1.805  -0.26
O 0.045 0.348 -2.965  0.04
H -1.157 -0.490 3.043  0.06
H -1.040 -1.953 2.080  0.06
H -2.411 -0.918 1.836  0.07
H -1.167 0.233 0.215  0.11
H 0.904 0.854 2.267  0.08
H -0.553 1.666 2.164  0.07
H 1.382 -0.952 1.063  0.11
H 0.331 -1.885 0.134  0.11
H 1.993 0.381 -0.682  0.11
H 1.342 -0.999 -1.625  0.11
H -0.562 1.441 -1.493  0.12

3.
Here is 2 unconnected molecules or ions with the total composition C4H9Cl at a distorted geometry from the OMol25 dataset. Energies are from ωB97M-V/def2-TZVPD.

Calculated values
Orbital gap (spin up / spin down), Ha: 0.187 / 0.183
Multiplicity: 3
E_tot, hartree: -617.675107
Net charge: 0
LUMO (spin up / spin down), hartree: 0.0314 / -0.1686
Highest occupied orbital energy (spin up / spin down), eV: -4.232 / -9.568

Each line ends with the Löwdin charge.
Atoms and positions in Å:
C 0.593 0.806 -0.888  -0.13
C 0.621 -0.866 0.857  -0.17
C -1.315 0.728 0.632  -0.57
C -0.222 -0.035 -0.030  -0.63
Cl -0.539 1.815 1.841  0.69
H 0.998 0.173 -1.676  0.09
H 0.138 1.705 -1.255  0.07
H 1.312 1.218 -0.198  0.07
H 1.300 -0.335 1.550  0.07
H 1.257 -1.672 0.307  0.12
H -0.115 -1.362 1.468  0.06
H -1.961 1.292 0.027  0.07
H -1.969 0.077 1.200  0.09
H -0.920 -1.202 -0.842  0.17

4.
Here is a molecular structure, C2H4FNO at a distorted geometry from the OMol25 dataset. Energies are from ωB97M-V/def2-TZVPD.

Calculated values
Orbital gap, Ha: 0.382
E_tot, hartree: -308.389048
Net charge: 0
LUMO, hartree: 0.0195
Highest occupied orbital energy, eV: -9.851

Each line ends with the Löwdin charge.
Atoms and positions in Å:
C -0.416 -1.122 0.987  -0.35
C 0.044 0.969 -0.663  -0.25
N 0.807 0.044 0.087  -0.04
O -1.501 -0.836 1.320  0.16
F 0.255 -2.213 1.319  0.11
H -0.552 0.436 -1.548  0.11
H -0.773 1.559 -0.035  0.11
H 0.806 1.687 -0.870  0.06
H 1.329 -0.524 -0.597  0.08

5.
Here is 2 unconnected molecules or ions with the total composition C2H7PS at a distorted geometry from the OMol25 dataset. Energies are from ωB97M-V/def2-TZVPD.

Calculated values
Orbital gap (spin up / spin down), Ha: 0.300 / 0.298
E_tot, hartree: -819.769408
Net charge: 0
LUMO (spin up / spin down), hartree: 0.0100 / -0.0076
Highest occupied orbital energy (spin up / spin down), eV: -7.906 / -8.325

Each line ends with the Löwdin charge.
Atoms and positions in Å:
C 0.956 -1.304 0.840  0.01
C 0.109 0.642 -0.563  -0.92
P -0.757 1.524 0.854  0.68
S -0.926 -0.138 -1.684  0.66
H 0.114 -1.829 0.343  -0.01
H 1.935 -1.457 0.306  0.01
H 0.857 -0.440 1.554  -0.03
H 0.943 1.174 -1.027  0.01
H -2.048 1.894 0.303  -0.11
H -1.283 0.363 1.463  -0.12
H 0.100 -0.429 -2.388  -0.17